[1]
{
  "formula": "C12H18FMnO6",
  "method": "ωB97M-V with the def2-TZVPD basis set",
  "species": ["Mn", "F", "O", "C", "O", "C", "C", "C", "H", "H", "H", "H", "H", "H", "O", "C", "O", "C", "C", "C", "H", "H", "H", "H", "H", "H", "O", "C", "O", "C", "C", "C", "H", "H", "H", "H", "H", "H"],
  "coordinates": [[2.539, -2.630, -1.431], [2.127, -0.793, -1.352], [2.463, 5.553, 1.040], [2.469, 4.364, 1.062], [1.614, 3.661, 0.273], [1.913, 2.276, 0.232], [2.971, 2.013, 1.318], [3.478, 3.419, 1.694], [2.267, 1.984, -0.759], [1.029, 1.672, 0.416], [3.905, 1.557, 0.991], [2.501, 1.412, 2.093], [4.414, 3.653, 1.190], [3.571, 3.597, 2.762], [-3.871, 2.310, -2.133], [-2.885, 1.649, -2.051], [-1.677, 2.151, -1.708], [-0.651, 1.141, -1.658], [-1.251, -0.005, -2.485], [-2.750, 0.159, -2.294], [-0.549, 0.819, -0.624], [0.284, 1.462, -2.101], [-0.961, -0.963, -2.052], [-1.029, 0.036, -3.550], [-3.141, -0.403, -1.444], [-3.339, -0.117, -3.166], [0.850, -3.019, -0.196], [-0.187, -3.117, 0.446], [-1.309, -2.617, 0.002], [-2.413, -3.041, 0.823], [-1.785, -3.319, 2.180], [-0.405, -3.837, 1.762], [-2.987, -3.892, 0.453], [-3.136, -2.227, 0.828], [-2.335, -4.058, 2.756], [-1.798, -2.382, 2.733], [-0.331, -4.895, 1.500], [0.398, -3.573, 2.448]],
  "forces_ev_per_a": [[-1.7, 1.9, 0.9], [0.8, -1.5, -0.3], [-0.1, 0.2, 0.5], [0.4, 0.0, -0.8], [-0.4, -0.3, 0.0], [0.7, -0.5, 0.0], [0.8, 0.5, -0.2], [-1.1, 0.0, 0.2], [0.0, 0.3, -0.1], [-0.2, 0.3, 0.1], [-0.6, -0.9, -0.4], [0.3, 0.3, 0.4], [0.1, -0.1, 0.2], [0.1, 0.1, 0.0], [0.0, 0.2, 0.1], [-0.2, -0.3, 0.1], [0.7, 0.6, 0.1], [-1.3, -0.7, -0.8], [-0.3, -0.9, 0.6], [0.0, 0.2, -0.3], [0.3, 0.1, 0.0], [0.0, 0.5, 0.3], [0.4, 0.0, -0.4], [0.3, 0.1, 0.1], [0.0, 0.2, 0.1], [0.0, 0.0, 0.0], [1.2, -0.2, -0.7], [-0.6, -0.3, 0.5], [0.2, -0.3, -0.8], [-1.4, 0.3, 0.9], [-0.3, -0.5, -0.2], [0.5, 1.1, -0.2], [0.7, -0.2, -0.6], [0.2, 0.2, 0.1], [-0.1, 0.0, 0.0], [0.6, -0.1, 0.2], [-0.3, -0.1, 0.4], [0.1, -0.2, 0.0]],
  "fmax_ev_per_a": 2.77,
  "total_energy_ev": -59051.742,
  "spin_multiplicity": 6,
  "charge": 1
}


[2]
{
  "formula": "C12H18FNO2",
  "method": "ωB97M-V with the def2-TZVPD basis set",
  "species": ["O", "C", "C", "N", "H", "C", "C", "H", "C", "C", "H", "H", "O", "C", "C", "C", "C", "C", "C", "H", "H", "H", "H", "F", "H", "H", "H", "H", "H", "H", "H", "H", "H", "H"],
  "coordinates": [[3.623, 2.506, 1.156], [2.828, 1.527, 0.581], [3.420, 0.835, -0.625], [2.426, -0.230, -1.266], [1.466, 0.017, -1.485], [2.272, -1.636, -0.680], [1.608, -1.916, 0.821], [1.675, -2.846, 0.712], [0.222, -1.227, 0.707], [-0.661, -1.930, -0.202], [-0.652, -2.774, -0.150], [-0.616, -1.445, -1.316], [-2.032, -1.856, 0.060], [-2.634, -0.380, 0.076], [-2.194, 0.664, -0.726], [-3.006, 1.807, -0.545], [-4.161, 1.724, -0.059], [-4.732, 0.706, 0.604], [-3.833, -0.282, 0.532], [-4.342, -1.226, 1.203], [-5.726, 0.772, 0.875], [-4.900, 2.886, -0.017], [-2.516, 2.806, -1.121], [-1.015, 0.773, -1.007], [0.274, 0.003, 0.444], [-0.001, -1.451, 1.801], [2.335, -1.515, 1.420], [1.822, -1.981, -1.505], [3.278, -1.953, -0.594], [3.601, 1.434, -1.292], [4.168, 0.322, -0.321], [2.437, 0.861, 1.310], [1.762, 2.050, 0.288], [3.808, 2.954, 0.320]],
  "forces_ev_per_a": [[0.8, 0.2, -0.8], [-4.5, 0.9, -0.8], [-9.6, -5.1, 4.7], [1.1, 0.0, 1.6], [0.4, 1.2, 0.2], [2.3, 4.0, 3.3], [-0.8, 8.5, -6.5], [-0.4, -8.1, 0.3], [2.1, 2.1, 3.7], [-2.1, 17.5, -4.5], [2.1, -17.5, 0.2], [0.9, -1.8, 2.2], [-3.3, 5.0, 1.3], [4.9, -4.7, -3.3], [-5.9, 0.3, 4.9], [8.7, 2.8, -6.4], [-9.3, 7.8, 2.4], [1.8, 0.9, -1.9], [-7.1, -6.9, 6.6], [2.1, 1.8, -2.2], [-1.6, -0.6, 1.1], [2.4, -3.5, -0.4], [-1.6, -2.7, 1.9], [6.8, 1.0, -3.3], [0.2, -3.7, 1.2], [-1.3, 1.1, -1.1], [1.2, 1.0, 2.2], [-2.0, -2.7, -2.3], [1.1, -1.0, -0.2], [2.2, 6.4, -7.2], [5.4, -3.5, 1.7], [0.4, -0.9, 0.9], [2.2, -1.0, 0.1], [0.8, 1.0, 0.7]],
  "fmax_ev_per_a": 18.23,
  "total_energy_ev": -21025.984,
  "spin_multiplicity": 1,
  "charge": 0
}


[3]
{
  "formula": "C12H18IrN3O9P2",
  "method": "ωB97M-V with the def2-TZVPD basis set",
  "species": ["Ir", "C", "C", "N", "O", "C", "C", "N", "O", "H", "H", "H", "H", "H", "H", "H", "O", "P", "O", "O", "O", "P", "O", "O", "O", "H", "H", "C", "C", "C", "C", "C", "C", "C", "C", "N", "H", "H", "H", "H", "H", "H", "H", "H", "H"],
  "coordinates": [[-0.462, -0.520, 0.202], [-4.550, -1.863, 0.023], [-3.228, -1.171, -0.076], [-2.132, -1.682, 0.379], [-2.223, -2.923, 0.976], [-3.081, 0.123, -0.727], [-4.209, 0.948, -1.247], [-1.835, 0.563, -0.811], [-1.573, 1.675, -1.366], [-4.412, -2.927, 0.188], [-5.129, -1.706, -0.885], [-5.125, -1.459, 0.860], [-1.318, -3.279, 0.905], [-5.068, 0.333, -1.511], [-3.878, 1.500, -2.126], [-4.540, 1.690, -0.513], [2.877, -2.157, 2.386], [1.549, -2.706, 1.670], [1.167, -4.031, 2.204], [0.551, -1.557, 1.719], [2.013, -2.798, 0.131], [0.996, -3.082, -1.113], [-0.131, -4.008, -0.402], [1.722, -3.772, -2.183], [0.275, -1.770, -1.370], [3.382, -2.908, 2.715], [0.263, -4.815, -0.047], [2.984, 0.291, -1.278], [2.769, 1.646, -0.674], [3.666, 2.687, -0.825], [3.431, 3.928, -0.238], [2.280, 4.145, 0.515], [1.348, 3.142, 0.699], [0.091, 3.347, 1.487], [1.602, 1.881, 0.101], [0.727, 0.896, 0.266], [3.871, 0.290, -1.910], [2.120, -0.024, -1.866], [3.107, -0.470, -0.503], [4.562, 2.524, -1.411], [4.147, 4.730, -0.369], [2.097, 5.116, 0.960], [0.037, 4.368, 1.866], [0.046, 2.656, 2.332], [-0.786, 3.147, 0.866]],
  "forces_ev_per_a": [[0.6, 0.8, -0.4], [0.1, 0.0, 0.1], [0.0, 0.3, -0.4], [0.0, -0.1, 0.0], [-0.2, 0.3, 0.2], [0.0, -0.5, 0.3], [0.0, 0.0, -0.1], [0.5, 0.4, -0.1], [-0.2, -0.4, 0.1], [0.0, 0.0, 0.0], [0.0, 0.0, 0.0], [0.0, 0.0, 0.0], [0.0, 0.0, -0.1], [0.0, 0.0, 0.0], [0.0, 0.0, 0.0], [0.0, 0.0, 0.0], [0.0, 0.0, -0.1], [-0.4, 0.4, 0.1], [0.1, 0.0, 0.0], [0.3, -0.4, 0.0], [0.2, -0.3, -0.3], [0.3, 0.0, 0.3], [0.0, -0.1, -0.2], [-0.1, 0.1, 0.0], [-0.5, -0.2, -0.1], [0.0, 0.0, 0.1], [0.0, 0.0, 0.1], [0.0, 0.1, 0.0], [0.2, 0.0, -0.1], [0.0, -0.1, 0.0], [0.0, 0.0, 0.0], [-0.1, 0.0, 0.0], [0.1, 0.2, 0.1], [0.0, 0.0, 0.0], [-0.4, -0.6, 0.0], [-0.5, 0.0, 0.6], [0.0, 0.0, 0.0], [0.0, 0.0, 0.0], [0.0, 0.0, 0.0], [0.0, 0.0, 0.0], [0.0, 0.0, 0.0], [0.0, 0.0, 0.0], [0.0, 0.0, 0.0], [0.0, 0.0, 0.0], [0.0, 0.0, 0.0]],
  "fmax_ev_per_a": 1.06,
  "total_energy_ev": -57056.923,
  "spin_multiplicity": 2,
  "charge": -1
}


[4]
{
  "formula": "C12H18N2",
  "method": "ωB97M-V with the def2-TZVPD basis set",
  "species": ["C", "C", "C", "C", "C", "C", "C", "C", "C", "C", "C", "C", "H", "H", "H", "H", "H", "H", "H", "H", "H", "H", "H", "H", "H", "H", "H", "H", "H", "H", "N", "N"],
  "coordinates": [[-3.256, 0.145, 0.343], [-2.494, -0.572, 1.416], [-1.658, -1.707, 0.729], [-0.461, -1.026, -0.047], [-0.845, -0.794, -1.312], [0.002, -0.208, -2.164], [1.257, 0.049, -1.737], [3.132, 1.466, -1.753], [3.008, 0.794, -0.329], [1.714, -0.069, -0.425], [0.845, -0.588, 0.511], [1.139, -0.568, 1.928], [-3.695, -0.583, -0.404], [-2.440, 0.535, -0.342], [-3.954, 0.826, 0.777], [-3.326, -0.923, 2.279], [-1.369, 0.364, 2.832], [-1.070, 0.941, 1.209], [-2.221, -2.278, 0.136], [-1.309, -2.212, 1.751], [-1.965, -0.953, -1.641], [-0.517, 0.393, -3.058], [1.552, 1.458, -3.304], [2.485, 2.371, -1.654], [4.040, 1.598, -2.221], [4.218, 0.323, -0.098], [3.107, 1.751, 0.349], [2.080, -0.041, 2.333], [0.304, -0.062, 2.409], [1.164, -1.642, 2.232], [-1.673, 0.475, 1.912], [2.204, 0.736, -2.658]],
  "forces_ev_per_a": [[0.5, -1.6, -2.8], [-2.2, -0.3, 0.0], [4.1, 2.8, 6.5], [-0.1, -1.8, 3.5], [-3.2, -0.7, -0.9], [-1.3, 2.6, -3.6], [2.4, 2.1, -2.6], [-5.2, 0.3, 1.0], [4.6, 0.9, 0.4], [0.9, 1.1, -0.4], [-1.5, -0.1, -2.6], [1.0, -0.5, 2.4], [-0.4, 0.7, 1.1], [-1.3, 0.7, 1.1], [-0.3, 0.7, -0.3], [2.6, 0.5, -2.1], [0.8, 0.1, 1.2], [-0.6, -0.7, 1.2], [-1.9, -2.5, -2.2], [-0.2, 0.1, -2.6], [2.6, 0.0, 0.7], [1.8, -1.8, 1.5], [2.5, -2.5, 2.3], [1.7, 0.4, 0.3], [2.1, 0.4, -0.5], [-3.9, 0.4, -0.5], [-1.0, -2.3, -0.6], [-1.2, -0.9, -1.3], [0.4, -0.5, 0.3], [0.0, 0.8, 0.4], [-0.5, 1.3, -0.2], [-3.0, 0.3, -0.7]],
  "fmax_ev_per_a": 8.24,
  "total_energy_ev": -15711.396,
  "spin_multiplicity": 1,
  "charge": 0
}


[5]
{
  "formula": "C12H18N2O4S",
  "method": "ωB97M-V with the def2-TZVPD basis set",
  "species": ["C", "H", "O", "C", "C", "H", "H", "C", "N", "C", "O", "C", "C", "C", "C", "C", "C", "H", "H", "N", "S", "O", "O", "C", "H", "H", "H", "H", "H", "H", "H", "H", "H", "H", "H", "H", "H"],
  "coordinates": [[6.169, -1.560, -0.638], [6.830, -2.131, 0.012], [5.940, -0.335, 0.010], [5.225, 0.611, -0.752], [3.724, 0.323, -0.855], [3.562, -0.643, -1.340], [3.261, 1.093, -1.473], [3.076, 0.319, 0.531], [1.679, -0.044, 0.484], [0.694, 0.889, 0.457], [0.912, 2.081, 0.550], [-0.686, 0.338, 0.322], [-1.637, 1.104, -0.348], [-2.936, 0.663, -0.493], [-3.317, -0.559, 0.059], [-2.374, -1.325, 0.744], [-1.071, -0.884, 0.866], [-0.365, -1.483, 1.423], [-2.670, -2.268, 1.179], [-4.622, -1.009, -0.066], [-5.959, -0.049, -0.355], [-7.071, -0.939, -0.234], [-5.785, 0.685, -1.566], [-5.960, 1.103, 1.039], [-6.182, 0.540, 1.936], [-4.989, 1.576, 1.096], [-6.732, 1.838, 0.850], [-4.851, -1.886, 0.372], [-3.658, 1.239, -1.046], [-1.334, 2.056, -0.757], [1.455, -0.997, 0.249], [3.609, -0.377, 1.184], [3.126, 1.322, 0.962], [5.377, 1.563, -0.236], [5.656, 0.684, -1.762], [6.658, -1.410, -1.609], [5.245, -2.128, -0.794]],
  "forces_ev_per_a": [[0.0, 0.0, 0.0], [0.0, -0.1, -0.1], [0.0, 0.0, 0.2], [-0.2, 0.1, -0.2], [0.3, 0.0, 0.4], [0.0, 0.0, -0.1], [0.0, 0.0, -0.1], [0.2, 0.1, -0.1], [0.1, -0.3, 0.0], [0.0, -0.3, 0.1], [0.0, 0.3, -0.1], [-0.3, 0.1, 0.0], [0.2, -0.1, 0.2], [0.1, 0.0, 0.0], [0.7, 0.5, 0.0], [-0.3, 0.0, -0.1], [0.0, 0.2, -0.1], [0.1, 0.0, 0.1], [0.0, -0.1, 0.1], [-0.9, 0.0, -0.2], [0.0, -0.1, 0.6], [0.0, -0.1, 0.2], [0.3, 0.2, 0.1], [0.0, -0.5, -0.7], [0.0, -0.1, 0.1], [0.2, 0.1, 0.0], [-0.1, 0.1, -0.1], [-0.2, -0.1, 0.0], [0.0, 0.1, -0.1], [0.0, 0.1, 0.0], [-0.1, 0.1, 0.0], [0.0, 0.1, 0.0], [0.1, -0.1, 0.0], [0.0, 0.0, -0.1], [0.0, 0.0, 0.1], [0.0, 0.0, 0.0], [0.0, 0.0, 0.0]],
  "fmax_ev_per_a": 0.90,
  "total_energy_ev": -34741.342,
  "spin_multiplicity": 1,
  "charge": 0
}


[6]
{
  "formula": "C12H18NS",
  "method": "ωB97M-V with the def2-TZVPD basis set",
  "species": ["C", "C", "C", "C", "C", "C", "C", "C", "C", "C", "C", "C", "N", "S", "H", "H", "H", "H", "H", "H", "H", "H", "H", "H", "H", "H", "H", "H", "H", "H", "H", "H"],
  "coordinates": [[0.685, 0.195, 1.770], [-0.873, -1.560, 0.941], [1.072, -1.051, -0.511], [-1.983, 0.354, -0.216], [0.697, -1.188, 0.917], [-0.711, 0.560, 1.954], [-1.381, -0.181, 0.951], [-0.736, 0.816, -1.090], [0.467, 0.071, -1.309], [1.087, 0.471, -2.493], [-1.117, 0.292, 3.422], [2.144, -0.498, -3.066], [-0.802, 1.866, -1.731], [0.965, 1.811, -3.567], [1.400, 0.157, 2.614], [1.126, 0.955, 0.987], [-1.286, -2.098, 0.048], [-1.060, -2.064, 1.809], [2.103, -0.828, -0.477], [0.905, -2.064, -0.922], [-2.577, -0.246, -0.907], [-2.524, 1.227, 0.203], [1.194, -2.019, 1.470], [-1.019, 1.560, 1.756], [-0.713, -0.600, 3.964], [-2.255, 0.014, 3.447], [-0.999, 1.236, 4.031], [3.116, -0.070, -2.740], [2.229, -0.554, -4.192], [1.974, -1.440, -2.492], [-1.667, 2.217, -1.929], [0.539, 2.660, -2.641]],
  "forces_ev_per_a": [[4.4, 0.3, -3.8], [0.2, 1.1, -3.1], [-0.1, -0.7, 0.0], [-1.0, 1.2, 0.8], [-2.5, 0.1, 2.1], [-1.5, 1.5, 2.8], [0.4, -4.2, -1.2], [0.9, -0.9, 1.3], [0.0, 0.5, -1.1], [1.4, -1.9, -0.9], [-3.3, -0.6, 1.3], [0.3, 0.4, 1.0], [0.1, 1.5, 0.2], [0.6, -0.4, -0.3], [-1.0, 0.2, -0.2], [-0.4, -1.2, 1.7], [0.7, 0.1, 0.9], [-0.7, -1.4, 2.4], [1.5, -0.2, -0.3], [0.3, 0.5, -0.3], [0.0, -0.4, 0.6], [0.2, 0.1, -1.2], [0.0, 0.8, -0.7], [0.6, 1.4, 0.2], [0.4, 0.9, -0.9], [1.7, 0.9, 0.1], [0.1, -1.2, -0.7], [-0.3, -0.5, -0.2], [-0.6, -0.1, 1.4], [0.6, 0.4, -1.5], [-2.9, 1.6, 0.0], [0.0, 0.5, -0.3]],
  "fmax_ev_per_a": 5.83,
  "total_energy_ev": -25049.718,
  "spin_multiplicity": 1,
  "charge": 1
}


Copy entry 5 word for word.
{
  "formula": "C12H18N2O4S",
  "method": "ωB97M-V with the def2-TZVPD basis set",
  "species": ["C", "H", "O", "C", "C", "H", "H", "C", "N", "C", "O", "C", "C", "C", "C", "C", "C", "H", "H", "N", "S", "O", "O", "C", "H", "H", "H", "H", "H", "H", "H", "H", "H", "H", "H", "H", "H"],
  "coordinates": [[6.169, -1.560, -0.638], [6.830, -2.131, 0.012], [5.940, -0.335, 0.010], [5.225, 0.611, -0.752], [3.724, 0.323, -0.855], [3.562, -0.643, -1.340], [3.261, 1.093, -1.473], [3.076, 0.319, 0.531], [1.679, -0.044, 0.484], [0.694, 0.889, 0.457], [0.912, 2.081, 0.550], [-0.686, 0.338, 0.322], [-1.637, 1.104, -0.348], [-2.936, 0.663, -0.493], [-3.317, -0.559, 0.059], [-2.374, -1.325, 0.744], [-1.071, -0.884, 0.866], [-0.365, -1.483, 1.423], [-2.670, -2.268, 1.179], [-4.622, -1.009, -0.066], [-5.959, -0.049, -0.355], [-7.071, -0.939, -0.234], [-5.785, 0.685, -1.566], [-5.960, 1.103, 1.039], [-6.182, 0.540, 1.936], [-4.989, 1.576, 1.096], [-6.732, 1.838, 0.850], [-4.851, -1.886, 0.372], [-3.658, 1.239, -1.046], [-1.334, 2.056, -0.757], [1.455, -0.997, 0.249], [3.609, -0.377, 1.184], [3.126, 1.322, 0.962], [5.377, 1.563, -0.236], [5.656, 0.684, -1.762], [6.658, -1.410, -1.609], [5.245, -2.128, -0.794]],
  "forces_ev_per_a": [[0.0, 0.0, 0.0], [0.0, -0.1, -0.1], [0.0, 0.0, 0.2], [-0.2, 0.1, -0.2], [0.3, 0.0, 0.4], [0.0, 0.0, -0.1], [0.0, 0.0, -0.1], [0.2, 0.1, -0.1], [0.1, -0.3, 0.0], [0.0, -0.3, 0.1], [0.0, 0.3, -0.1], [-0.3, 0.1, 0.0], [0.2, -0.1, 0.2], [0.1, 0.0, 0.0], [0.7, 0.5, 0.0], [-0.3, 0.0, -0.1], [0.0, 0.2, -0.1], [0.1, 0.0, 0.1], [0.0, -0.1, 0.1], [-0.9, 0.0, -0.2], [0.0, -0.1, 0.6], [0.0, -0.1, 0.2], [0.3, 0.2, 0.1], [0.0, -0.5, -0.7], [0.0, -0.1, 0.1], [0.2, 0.1, 0.0], [-0.1, 0.1, -0.1], [-0.2, -0.1, 0.0], [0.0, 0.1, -0.1], [0.0, 0.1, 0.0], [-0.1, 0.1, 0.0], [0.0, 0.1, 0.0], [0.1, -0.1, 0.0], [0.0, 0.0, -0.1], [0.0, 0.0, 0.1], [0.0, 0.0, 0.0], [0.0, 0.0, 0.0]],
  "fmax_ev_per_a": 0.90,
  "total_energy_ev": -34741.342,
  "spin_multiplicity": 1,
  "charge": 0
}